[1]
5
Properties=species:S:1:pos:R:3 method="wB97M-V/def2-TZVPD" homo_lumo_gap_ev="10.315 / 10.314" energy_ha=-185.8709 smiles=C#C[N+]#N de_lowest_kcal_mol=28.4 total_charge=+1 e_lumo_ha="-0.2926 / -0.2927"
C -0.303 -0.289 0.215
C -1.249 -0.975 0.563
N -2.112 -1.765 0.985
N -2.794 -2.475 1.592
H 0.579 0.167 -0.071

***

[2]
167
Properties=species:S:1:pos:R:3 method="wB97M-V/def2-TZVPD" homo_lumo_gap_ev=9.091 energy_ha=-21724.7417 e_lumo_ha=0.0013
C 1.697 3.203 2.755
C 0.739 2.016 2.886
O 0.465 1.428 1.615
C -0.780 1.871 1.123
C -1.631 0.790 0.432
C -1.131 0.143 -0.856
C -1.481 0.705 -2.055
C -2.355 1.941 -2.208
C -1.977 3.162 -1.405
C -0.879 4.121 -1.842
N -2.630 3.403 -0.364
C -1.054 0.115 -3.215
C -1.397 0.673 -4.581
C -0.483 1.867 -4.911
C -0.768 2.337 -6.325
F -0.413 1.453 -7.244
F -2.123 2.420 -6.437
C -0.274 3.762 -6.652
F -0.910 4.606 -5.841
F -0.728 4.038 -7.886
C 1.276 3.959 -6.697
F 1.650 4.252 -7.925
F 1.851 2.772 -6.458
C 1.877 4.925 -5.641
F 3.154 4.592 -5.523
F 1.377 4.717 -4.449
S 1.857 6.763 -6.059
F 0.641 6.598 -7.034
F 2.919 6.580 -7.191
F 3.052 7.000 -5.039
F 0.876 7.041 -4.846
F 1.839 8.303 -6.355
C -0.334 -0.994 -3.184
C 0.024 -1.583 -1.993
C -0.370 -1.027 -0.819
C 0.018 -1.753 0.446
P -1.484 -2.700 0.989
O -1.836 -2.271 2.345
O -2.714 -2.283 0.061
O -1.250 -4.270 0.956
C 0.843 -2.841 -2.298
O 1.191 -3.735 -1.617
N 1.131 -2.683 -3.687
C 2.548 -2.264 -3.761
C 0.241 -1.821 -4.316
O 0.030 -1.798 -5.481
H 2.718 2.900 2.933
H 1.678 3.624 1.755
H 1.459 3.946 3.516
H 1.262 1.242 3.453
H -0.158 2.254 3.456
H -0.591 2.723 0.465
H -1.436 2.261 1.923
H -2.631 1.179 0.289
H -1.713 0.005 1.183
H -2.467 2.255 -3.240
H -3.355 1.672 -1.864
H -0.404 4.581 -0.982
H -0.175 3.634 -2.514
H -1.372 4.933 -2.381
H -2.272 4.260 0.059
H -1.323 -0.099 -5.336
H -2.438 0.973 -4.521
H 0.523 1.452 -4.902
H -0.631 2.644 -4.171
H 0.789 -2.515 0.247
H 0.248 -1.116 1.289
H -3.428 -2.009 0.647
H -1.226 -4.528 1.889
H 2.901 -2.334 -4.785
H 2.692 -1.252 -3.381
H 3.132 -2.926 -3.139
C 1.482 -5.168 3.818
Cl 0.519 -6.459 3.074
Cl 1.108 -3.593 3.114
H 1.263 -5.137 4.877
H 2.534 -5.380 3.659
C 5.582 -5.339 -5.139
Cl 5.432 -4.432 -3.643
Cl 4.469 -4.696 -6.351
H 6.598 -5.258 -5.507
H 5.336 -6.379 -4.953
C -4.753 3.503 2.717
Cl -4.310 5.030 1.923
Cl -3.692 2.178 2.219
H -4.703 3.627 3.786
H -5.764 3.247 2.418
C -5.771 5.572 -2.218
Cl -4.185 5.923 -1.518
Cl -5.900 3.889 -2.728
H -6.531 5.771 -1.472
H -5.918 6.211 -3.081
C 4.301 1.616 -1.033
Cl 3.211 0.466 -1.806
Cl 5.309 0.833 0.193
H 4.954 2.034 -1.790
H 3.716 2.398 -0.570
C -5.285 6.398 5.642
Cl -3.817 5.477 6.010
Cl -6.292 5.637 4.398
H -5.873 6.493 6.548
H -5.010 7.384 5.267
C -0.831 -9.891 3.599
Cl -2.293 -10.366 2.732
Cl -1.125 -9.738 5.338
H -0.068 -10.644 3.438
H -0.495 -8.933 3.223
C 2.724 -5.307 7.849
Cl 1.735 -6.604 7.160
Cl 2.341 -3.733 7.138
H 2.539 -5.259 8.915
H 3.766 -5.529 7.661
C 4.368 -2.897 0.366
Cl 5.520 -2.612 -0.941
Cl 2.901 -1.935 0.159
H 4.097 -3.947 0.374
H 4.835 -2.626 1.305
C 9.343 -4.178 -7.439
Cl 9.162 -3.505 -5.815
Cl 8.240 -5.534 -7.704
H 9.124 -3.405 -8.165
H 10.361 -4.528 -7.562
C 5.858 -5.029 4.805
Cl 5.605 -4.252 6.368
Cl 4.763 -4.397 3.565
H 6.877 -4.846 4.486
H 5.687 -6.093 4.915
C 0.336 -12.916 6.811
Cl 2.033 -13.111 7.268
Cl -0.303 -14.378 6.046
H -0.243 -12.706 7.702
H 0.255 -12.094 6.112
C -3.809 10.538 6.421
Cl -2.329 9.759 6.985
Cl -4.696 9.586 5.222
H -4.455 10.698 7.275
H -3.546 11.487 5.971
C -9.761 2.895 -4.387
Cl -8.857 4.342 -3.925
Cl -10.355 2.019 -2.972
H -10.608 3.191 -4.995
H -9.107 2.242 -4.952
C 0.152 8.335 9.130
Cl 1.814 8.614 9.664
Cl -0.010 6.792 8.283
H -0.499 8.332 9.997
H -0.132 9.135 8.459
C -2.993 -17.218 5.279
Cl -1.903 -18.585 5.021
Cl -4.405 -17.303 4.219
H -3.328 -17.228 6.309
H -2.457 -16.299 5.072
C 4.014 7.429 12.468
Cl 5.401 8.134 13.307
Cl 4.187 5.684 12.278
H 3.118 7.630 13.042
H 3.934 7.878 11.486
C -0.524 -5.226 -4.957
Cl 0.813 -6.311 -4.575
Cl -1.527 -5.860 -6.272
H -1.141 -5.109 -4.073
H -0.118 -4.269 -5.258
C -3.002 5.795 -9.840
Cl -3.643 4.767 -11.127
Cl -4.143 7.072 -9.399
H -2.809 5.183 -8.967
H -2.082 6.252 -10.184

***

[3]
10
Properties=species:S:1:pos:R:3 method="wB97M-V/def2-TZVPD" homo_lumo_gap_ev="7.764 / 7.765" energy_ha=-2142.9637 de_lowest_kcal_mol=46.6 e_lumo_ha="-0.0700 / -0.0700"
C 1.196 -0.980 0.054
C -0.926 0.327 -0.537
O 1.150 -0.291 -2.543
O -1.115 -0.997 1.929
F 2.388 -0.716 0.600
F -1.654 -0.723 -1.072
S 0.913 0.358 -1.252
S -0.161 -0.284 1.126
Cl 0.147 1.649 1.846
Cl -1.938 1.657 -0.152

***

[4]
17
Properties=species:S:1:pos:R:3 method="wB97M-V/def2-TZVPD" homo_lumo_gap_ev=13.049 energy_ha=-288.3946 de_lowest_kcal_mol=12.2 total_charge=+1 e_lumo_ha=-0.1097
C 1.076 -2.093 -0.064
C 0.104 -1.079 0.419
N 0.231 0.279 -0.352
H 0.774 -2.994 0.472
H 0.939 -2.248 -1.133
H 2.116 -1.904 0.234
H -0.964 -1.425 0.325
H 0.224 -0.632 1.398
H 0.329 1.032 0.345
H -0.412 0.706 -1.065
H 1.045 0.184 -0.965
H 1.223 2.053 2.357
H -0.161 2.609 2.228
O 0.420 1.938 1.820
H -2.314 0.671 -2.634
H -2.525 1.884 -1.644
O -2.106 1.017 -1.741

***

[5]
13
Properties=species:S:1:pos:R:3 method="wB97M-V/def2-TZVPD" homo_lumo_gap_ev=9.522 energy_ha=-249.2047 smiles=C#CCN1CC1 de_lowest_kcal_mol=168.5 e_lumo_ha=0.0112
C -2.150 -0.231 0.650
C -0.895 -0.779 1.149
C 0.545 -1.003 0.552
N 1.022 -0.115 -0.375
C 0.348 0.565 -1.486
C 0.826 1.336 -0.176
H -3.101 0.055 0.640
H 1.207 -1.184 1.337
H 0.598 -2.112 0.329
H 1.194 0.544 -2.120
H -0.710 0.364 -1.744
H 1.757 1.933 -0.200
H -0.143 1.877 0.254

***

[6]
24
Properties=species:S:1:pos:R:3 method="wB97M-V/def2-TZVPD" homo_lumo_gap_ev="6.861 / 6.970" energy_ha=-1847.2215 s_squared=3.75 total_charge=+2 spin_multiplicity=4 e_lumo_ha="-0.3411 / -0.3381"
O -0.056 5.350 -1.017
C -0.043 4.292 -0.601
Er 0.022 -0.001 0.517
C 0.019 -2.309 -0.104
O 0.015 -3.377 -0.526
C 0.077 -0.284 -1.975
O 0.014 -0.334 -3.177
C 2.151 -0.539 -0.552
O 3.113 -0.924 -1.042
C -2.118 -0.558 -0.501
O -3.136 -0.885 -0.946
H -0.053 0.917 -1.303
C -0.004 1.453 5.682
N -0.001 0.515 4.578
C 0.004 -0.896 4.689
C 0.007 -1.433 3.448
N 0.002 -0.373 2.563
C -0.002 0.804 3.267
H -0.887 1.295 6.294
H 0.882 1.305 6.292
H -0.010 2.486 5.340
H 0.006 -1.459 5.596
H 0.013 -2.448 3.081
H -0.004 1.816 2.835

***

[7]
16
Properties=species:S:1:pos:R:3 method="wB97M-V/def2-TZVPD" homo_lumo_gap_ev=9.870 energy_ha=-325.7165 smiles=C1C[C@@H]2O[C@H]2CN1 de_lowest_kcal_mol=138.7 e_lumo_ha=0.0360
C 0.626 1.447 0.075
C 0.675 0.736 -1.169
C 0.561 -0.779 -0.821
O -0.529 -1.828 -0.934
C -0.642 -0.722 0.109
C -0.582 -0.279 1.438
N -0.191 1.015 1.154
H 0.478 2.463 -0.033
H 1.664 1.436 0.642
H 1.624 0.890 -1.658
H -0.130 1.024 -1.967
H 1.501 -1.147 -0.344
H -1.158 0.028 -0.476
H 0.235 -0.860 2.040
H -1.453 -0.243 2.114
H -1.026 1.507 1.285

***

[8]
103
Properties=species:S:1:pos:R:3 method="wB97M-V/def2-TZVPD" homo_lumo_gap_ev="7.117 / 4.114" energy_ha=-3461.2229 s_squared=0.79 de_lowest_kcal_mol=0.5 total_charge=+1 spin_multiplicity=2 e_lumo_ha="-0.1431 / -0.2534"
Sc 0.495 0.044 0.452
C 4.170 0.513 -0.158
C 3.638 0.819 1.202
C 4.349 1.380 2.269
C 3.464 1.400 3.321
N 2.305 0.862 2.911
N 2.394 0.531 1.594
B 0.998 0.591 3.691
N 0.549 -0.881 3.385
C 0.344 -1.847 4.294
C 0.220 -3.051 3.633
C 0.384 -2.742 2.279
C 0.489 -3.696 1.133
N 0.545 -1.423 2.141
N -0.042 1.615 3.173
C -0.661 2.629 3.794
C -1.226 3.445 2.837
C -0.885 2.865 1.613
C -1.174 3.425 0.257
N -0.182 1.746 1.822
N 1.209 0.679 5.187
C 2.225 0.109 5.891
C 1.826 0.000 7.195
C 0.509 0.509 7.213
C -0.415 0.647 8.379
N 0.140 0.890 6.003
H 5.141 0.986 -0.283
H 4.290 -0.564 -0.289
H 3.509 0.873 -0.943
H 5.369 1.722 2.262
H 3.580 1.767 4.325
H 0.319 -1.618 5.347
H 0.075 -4.024 4.068
H -0.122 -4.580 1.313
H 0.191 -3.245 0.190
H 1.526 -4.017 1.018
H -0.653 2.681 4.868
H -1.787 4.349 2.997
H -2.118 3.969 0.273
H -0.386 4.122 -0.033
H -1.222 2.659 -0.514
H 3.136 -0.206 5.411
H 2.396 -0.383 8.025
H 0.018 0.192 9.268
H -0.611 1.697 8.597
H -1.371 0.166 8.176
C 3.493 -0.808 -6.273
C 2.010 -1.035 -6.534
C 1.525 -0.090 -7.619
C 0.016 -0.138 -7.768
C -0.622 0.194 -6.462
C -1.805 0.889 -6.391
C -2.369 1.154 -5.152
F -3.490 1.842 -5.093
C -1.803 0.713 -3.952
C -0.629 0.010 -3.993
C -0.016 -0.447 -2.732
O -0.588 -0.242 -1.658
C 1.246 -1.134 -2.873
C 1.768 -1.307 -4.108
N 1.203 -0.850 -5.270
C 0.009 -0.230 -5.246
C 2.039 -1.701 -1.702
O 2.963 -2.445 -1.955
O 1.646 -1.315 -0.546
H 3.991 -0.758 -7.241
H 3.971 -1.607 -5.712
H 3.641 0.146 -5.767
H 1.823 -2.073 -6.829
H 2.008 -0.386 -8.549
H 1.846 0.922 -7.371
H -0.308 -1.141 -8.070
H -0.333 0.553 -8.534
H -2.298 1.242 -7.286
H -2.285 0.938 -3.011
H 2.701 -1.842 -4.191
N 1.736 2.079 -5.085
C 1.864 2.458 -3.995
N 2.027 2.933 -2.782
C 1.548 2.268 -1.797
N 1.130 1.707 -0.863
C -2.914 0.532 0.218
N -2.003 -0.477 0.838
C -2.385 -0.543 2.289
N -3.787 -0.870 2.475
C -4.609 0.143 1.817
N -4.319 0.212 0.380
C -4.577 -1.103 -0.207
N -3.760 -2.143 0.418
C -2.360 -1.802 0.248
C -4.058 -2.165 1.855
H -2.679 0.596 -0.843
H -2.722 1.489 0.696
H -2.174 0.425 2.740
H -1.780 -1.309 2.769
H -4.409 1.117 2.268
H -5.662 -0.101 1.958
H -4.352 -1.068 -1.276
H -5.631 -1.351 -0.081
H -2.119 -1.784 -0.816
H -1.759 -2.560 0.746
H -3.443 -2.929 2.334
H -5.109 -2.419 1.996